Entry from OMol25: a structure of composition C45H42BBaN10O2S4Se2 in a non-equilibrium geometry (ωB97M-V/def2-TZVPD).

Relative energy (zero: lowest compared OMol25 entry of this formula, charge and spin): 1.981 eV
LUMO: 1.9 eV

The geometry in ORCA input format:
```
! RIJCOSX wB97M-V def2-TZVPD def2/J DEFGRID3
* xyz -1 1
Ba -0.66 0.21 -0.55
C -0.78 -4.32 3.68
C -1.42 -3.43 2.66
C -2.76 -3.49 2.35
C -2.98 -2.47 1.41
N -1.83 -1.85 1.17
N -0.87 -2.42 1.94
B 0.52 -1.72 1.70
N 1.48 -2.49 0.75
N 1.49 -1.97 -0.51
C 2.39 -2.63 -1.22
C 3.00 -3.60 -0.41
C 2.40 -3.48 0.83
C 2.72 -4.32 2.02
C 2.64 -2.33 -2.63
C 2.25 -1.12 -3.20
C 2.48 -0.86 -4.54
C 3.10 -1.80 -5.34
C 3.50 -3.01 -4.79
C 3.27 -3.27 -3.45
N 1.20 -0.97 2.88
N 1.27 0.35 2.55
C 1.88 0.99 3.53
C 2.22 0.08 4.55
C 1.78 -1.15 4.10
C 1.92 -2.40 4.91
C 2.08 2.44 3.47
C 2.31 3.19 4.62
C 2.45 4.56 4.56
C 2.38 5.21 3.33
C 2.17 4.48 2.17
C 2.01 3.10 2.24
C -4.23 -2.12 0.74
C -4.23 -1.61 -0.56
C -5.43 -1.31 -1.20
C -6.64 -1.53 -0.55
C -6.65 -2.05 0.74
C -5.45 -2.34 1.38
H -1.27 -5.29 3.66
H -0.91 -3.91 4.68
H 0.28 -4.48 3.49
H -3.48 -4.20 2.74
H 0.19 -0.80 1.04
H 3.80 -4.28 -0.66
H 2.83 -5.36 1.71
H 1.93 -4.26 2.75
H 3.66 -4.01 2.48
H 1.76 -0.38 -2.58
H 2.15 0.08 -4.96
H 3.27 -1.61 -6.39
H 3.98 -3.76 -5.40
H 3.54 -4.24 -3.03
H 2.74 0.28 5.47
H 2.36 -2.14 5.86
H 2.57 -3.13 4.44
H 0.95 -2.86 5.10
H 2.35 2.68 5.58
H 2.62 5.13 5.46
H 2.49 6.29 3.28
H 2.12 4.97 1.21
H 1.83 2.52 1.34
H -3.29 -1.49 -1.09
H -5.41 -0.92 -2.21
H -7.58 -1.31 -1.05
H -7.58 -2.24 1.24
H -5.47 -2.72 2.39
O -3.72 -0.42 -7.49
C -3.09 -0.30 -6.46
S -2.74 -1.62 -5.35
C -1.82 -0.71 -4.13
C -1.68 0.61 -4.39
S -1.01 1.84 -3.35
S -2.40 1.21 -5.89
S -1.28 -1.65 -2.80
Se 1.51 2.95 -2.82
Se 3.36 4.13 -1.83
C 4.16 2.72 -0.80
C 5.51 2.81 -0.48
C 6.08 1.78 0.25
C 5.30 0.70 0.63
C 3.96 0.72 0.28
N 3.40 1.70 -0.42
C 0.25 3.89 -1.70
C -0.29 5.10 -2.13
C -1.17 5.76 -1.29
C -1.47 5.20 -0.05
C -0.89 3.99 0.28
N -0.06 3.34 -0.53
H 6.08 3.66 -0.81
H 7.13 1.82 0.51
H 5.71 -0.13 1.19
H 3.30 -0.09 0.55
H 0.00 5.50 -3.09
H -1.60 6.70 -1.59
H -2.14 5.70 0.64
H -1.09 3.51 1.23
C -4.82 1.55 1.32
N -4.74 2.20 0.02
C -3.66 2.01 -0.80
N -3.77 2.48 -2.04
O -2.63 1.46 -0.38
H -5.42 2.16 1.99
H -3.81 1.45 1.71
H -5.26 0.55 1.25
H -5.62 2.42 -0.42
H -4.59 2.98 -2.36
H -2.93 2.43 -2.64
*
```

---

Entry from OMol25: a cluster of 2 separate species, C7H7Cl2N2O4 in total in a non-equilibrium geometry (ωB97M-V/def2-TZVPD).

Relative energy (zero: lowest compared OMol25 entry of this formula, charge and spin): 0.346 eV
LUMO: 2.9 eV

The geometry in ORCA input format:
```
! RIJCOSX wB97M-V def2-TZVPD def2/J DEFGRID3
* xyz -1 1
C -2.24 0.38 -0.52
C -2.52 1.69 -0.48
C 0.92 -1.59 -0.50
C 3.46 -1.98 0.77
C -0.32 0.58 0.96
C -0.62 -1.42 -0.48
C 1.01 2.14 -0.15
N -0.99 -0.04 -0.18
N 0.06 1.97 0.68
O 1.33 -2.49 0.24
O 4.04 -2.54 -0.04
O 1.56 -0.74 -1.13
O 3.16 -1.37 1.70
Cl -3.60 -0.72 -0.81
Cl -4.04 2.38 -0.80
H -0.82 0.79 1.90
H 0.53 0.07 1.19
H -1.02 -2.07 0.39
H -0.99 -1.63 -1.42
H 1.51 1.23 -0.68
H 1.34 3.08 -0.49
H -1.76 2.28 -0.14
*
```

---

Entry from OMol25: the molecule C6H9N (ωB97M-V/def2-TZVPD).

Relative energy (zero: lowest compared OMol25 entry of this formula, charge and spin): 3.092 eV
SMILES string: C1[C@H]2N1CC21CC1
LUMO: 1.1 eV

The geometry in ORCA input format:
```
! RIJCOSX wB97M-V def2-TZVPD def2/J DEFGRID3
* xyz 0 1
C -1.75 1.03 0.50
C -0.97 0.44 -0.61
N -0.54 1.72 0.05
C 0.61 1.00 0.66
C 0.27 -0.28 -0.11
C 0.53 -1.70 0.27
C 1.24 -1.08 -0.91
H -1.78 0.54 1.47
H -2.65 1.59 0.25
H -1.33 0.42 -1.64
H 0.57 0.94 1.75
H 1.56 1.46 0.35
H -0.22 -2.45 0.06
H 1.11 -1.88 1.17
H 2.30 -0.84 -0.80
H 0.96 -1.41 -1.90
*
```

---

Entry from OMol25: the molecule C3H7N3O2 in a non-equilibrium geometry (ωB97M-V/def2-TZVPD).

Relative energy (zero: lowest compared OMol25 entry of this formula, charge and spin): 5.128 eV
SMILES string: CN(N)C1=NOCO1
LUMO: 0.9 eV

The geometry in ORCA input format:
```
! RIJCOSX wB97M-V def2-TZVPD def2/J DEFGRID3
* xyz 0 1
C 1.71 1.15 -0.12
N 0.91 -0.04 -0.24
N 1.47 -1.24 0.27
C -0.48 0.04 -0.10
N -1.02 1.13 0.14
O -2.39 0.86 0.11
C -2.57 -0.54 0.00
O -1.20 -1.05 -0.26
H 0.98 1.98 -0.06
H 2.36 1.28 -0.97
H 2.25 1.11 0.83
H 2.34 -1.14 0.88
H 1.86 -1.76 -0.55
H -2.98 -1.02 0.86
H -3.25 -0.74 -0.79
*
```

---

Entry from OMol25: a structure of composition C6H11NO in a non-equilibrium geometry (ωB97M-V/def2-TZVPD).

Relative energy (zero: lowest compared OMol25 entry of this formula, charge and spin): 3.730 eV
LUMO: 0.9 eV

The geometry in ORCA input format:
```
! RIJCOSX wB97M-V def2-TZVPD def2/J DEFGRID3
* xyz 0 1
C -1.27 -0.73 -1.09
C 0.30 1.86 -0.57
C 0.56 -1.99 0.01
C 0.44 0.53 0.11
C 0.01 -0.69 -0.52
N 1.52 0.41 1.07
C -1.35 0.18 0.79
O -2.07 1.15 0.82
H 2.38 0.80 0.69
H 1.29 0.94 1.90
H -1.26 -0.64 1.50
H -1.70 -1.70 -1.34
H -1.70 0.11 -1.61
H 1.28 2.31 -0.77
H -0.24 2.59 0.05
H -0.24 1.81 -1.52
H 1.64 -1.95 0.07
H 0.20 -2.16 1.03
H 0.23 -2.82 -0.61
*
```

---

Entry from OMol25: the molecule C5H8N2O (ωB97M-V/def2-TZVPD).

Relative energy (zero: lowest compared OMol25 entry of this formula, charge and spin): 5.975 eV
LUMO (spin up / spin down): -1.1 / -1.1 eV

The geometry in ORCA input format:
```
! RIJCOSX wB97M-V def2-TZVPD def2/J DEFGRID3
* xyz 0 1
C 0.24 0.01 -0.41
C -0.76 0.72 -1.43
C 1.66 0.53 -0.37
C -0.06 -1.24 0.06
C -0.37 -0.03 1.33
O -0.09 0.48 -2.54
N -0.40 -2.42 0.00
N -1.61 0.08 1.58
H -0.76 -2.85 0.85
H -1.75 0.23 -1.31
H -0.83 1.77 -1.09
H -1.78 0.49 2.50
H 0.46 0.26 1.97
H 2.18 0.18 -1.26
H 2.21 0.16 0.50
H 1.66 1.62 -0.38
*
```

---

Entry from OMol25: a cluster of 3 separate species, C3H13NO2S in total in a non-equilibrium geometry (ωB97M-V/def2-TZVPD).

Relative energy (zero: lowest compared OMol25 entry of this formula, charge and spin): 0.283 eV
LUMO (spin up / spin down): 3.1 / 3.1 eV

The geometry in ORCA input format:
```
! RIJCOSX wB97M-V def2-TZVPD def2/J DEFGRID3
* xyz -1 2
C -0.09 -0.11 0.05
C -0.25 0.09 1.54
C -0.62 1.53 1.91
S -1.89 2.31 0.87
N 0.98 -0.26 2.23
H -1.00 -0.06 -0.53
H 0.33 -1.08 -0.23
H 0.59 0.64 -0.36
H -1.10 -0.53 1.86
H -0.91 1.62 2.96
H 0.28 2.15 1.85
H -1.15 2.38 -0.24
H 0.88 -0.31 3.23
H 1.45 -1.06 1.85
H 0.84 -1.80 -2.66
H 0.64 -3.14 -2.02
O 1.31 -2.65 -2.52
H -0.48 -0.37 -2.77
H 0.05 0.30 -3.99
O 0.14 0.34 -3.02
*
```